Density functional theory data (ωB97M-V/def2-TZVPD) for a molecular structure, C5H13NO2.

The geometry in XYZ format:
```
21
C5H13NO2 (ωB97M-V/def2-TZVPD)
C 1.56666 -0.23526 0.46450
C -1.19620 0.14884 0.21471
C -0.05191 -0.50260 -1.22174
C 2.30464 1.03557 0.08365
C -2.18802 -0.99006 0.42394
N -1.85719 1.32053 -0.30738
O 1.09596 -0.99107 -0.60674
O 2.34819 -1.03774 1.28157
H 2.01788 -1.94083 1.20220
H 0.53084 0.09879 0.95329
H -0.94467 0.46877 1.23140
H -2.21234 1.17278 -1.24369
H -1.24824 2.13010 -0.30291
H -0.47581 -1.30819 -1.81521
H 0.15603 0.41184 -1.78628
H 2.52575 1.60295 0.98625
H 3.23690 0.78142 -0.42332
H 1.69550 1.64677 -0.57895
H -2.94472 -0.70271 1.15602
H -2.69107 -1.23895 -0.50831
H -1.66819 -1.87093 0.79701
```

Properties
Spin multiplicity   1
LUMO level   0.90 eV
HOMO level   -8.5 eV
E_tot   -10978.3904 eV
Net charge   0
Orbital gap   9.423 eV

---

Density functional theory data (ωB97M-V/def2-TZVPD) for a molecular structure, C4H4CaN2O4.

The geometry in XYZ format:
```
15
C4H4CaN2O4 (ωB97M-V/def2-TZVPD)
O 3.83629 -1.87424 -2.90581
C 3.29861 -1.16127 -2.18973
Ca 0.97398 1.48840 0.61164
C 1.10789 3.12242 -1.36933
C 2.66132 0.57661 2.31479
O 1.34924 4.09148 -1.97823
O 3.50456 0.56267 3.14334
N -1.95337 -1.79037 -0.40321
C -1.67439 -0.66820 0.24746
N -2.60707 -0.09907 1.03044
O -0.52699 -0.09886 0.15507
H -2.84536 -2.26597 -0.35844
H -1.22621 -2.16867 -0.97733
H -2.36338 0.74722 1.50744
H -3.53513 -0.46216 1.17189
```

Properties
Spin multiplicity   1
LUMO level   -8.53 eV
HOMO level   -17.8 eV
E_tot   -33807.0417 eV
Net charge   +2
Orbital gap   9.308 eV

---

Density functional theory data (ωB97M-V/def2-TZVPD) for a molecular structure, C17H22BFInO4.

The geometry in XYZ format:
```
46
C17H22BFInO4 (ωB97M-V/def2-TZVPD)
C -0.70307 2.99134 0.16187
C -0.84489 2.36525 -1.32514
B 0.61446 2.50109 -2.04400
O 1.14081 3.84806 -2.18418
C 1.53587 1.28633 -2.62782
C 3.00502 1.69843 -2.01875
O 4.00741 2.12928 -2.59664
O 2.80728 1.35804 -0.61377
C 2.38921 -0.03770 -0.64257
C 1.98026 -0.75362 0.73340
C 1.09866 0.14862 1.72524
O 1.55367 1.29414 2.02892
C -0.28190 -0.23970 2.43178
C -1.71200 -0.03863 1.73681
C -3.06966 -0.36101 2.41684
C -3.12024 -0.91249 3.88134
C -1.71418 -1.15089 4.60870
C -0.34272 -0.81797 3.90778
C 1.47554 -0.18299 -1.97889
C 0.09608 -1.01312 -1.96332
C 0.32033 -2.62537 -1.83200
C -0.69681 -3.27761 -0.73396
F 0.25714 -3.31562 -3.08174
H 0.42307 2.95448 0.42776
H -1.06890 4.08752 0.22726
H -1.28068 2.41469 0.96716
H -1.31099 1.32269 -1.36153
H -1.57510 3.06545 -1.89646
H 0.41658 4.43953 -2.52806
H 1.41579 1.30114 -3.77377
H 3.36718 -0.59629 -0.93021
H 1.47749 -1.77985 0.61009
H 2.97309 -0.96913 1.29644
H -1.72940 0.38990 0.66800
H -4.03940 -0.14182 1.82604
H -4.12910 -1.12406 4.39448
H -1.77138 -1.56825 5.67412
H 0.59411 -1.01247 4.53367
H 2.17637 -0.81568 -2.65964
H -0.63600 -0.71826 -1.13242
H -0.40983 -0.84140 -2.98940
H 1.38320 -2.75534 -1.38883
H -0.30845 -3.11221 0.33669
H -1.76181 -2.82341 -0.79057
H -0.71886 -4.42787 -0.88339
In -3.28323 -2.18323 -0.61733
```

Properties
Spin multiplicity   1
LUMO level   -15.71 eV
HOMO level   -18.3 eV
E_tot   -34700.3798 eV
Net charge   +3
Orbital gap   2.540 eV

---

Density functional theory data (ωB97M-V/def2-TZVPD) for 11 unconnected molecules or ions with the total composition C5H34N2O10.

The geometry in XYZ format:
```
51
C5H34N2O10 (ωB97M-V/def2-TZVPD)
C -1.19760 -0.55961 0.56817
C -2.31760 -1.44923 0.10944
C -2.59284 -2.34050 1.32543
C -3.60183 -0.63222 -0.22736
N -0.70173 0.38926 -0.42944
C -0.60951 1.79781 -0.12292
N 0.74140 2.16962 0.35108
H -1.44621 0.03064 1.45896
H -0.33533 -1.08495 0.99561
H -2.19332 -2.10930 -0.73588
H -1.72120 -2.85567 1.74038
H -3.15543 -1.80826 2.09653
H -3.20435 -3.23976 1.16142
H -3.75609 0.24674 0.39540
H -4.48184 -1.26684 -0.15193
H -3.39618 -0.36642 -1.26375
H 0.04983 0.07683 -1.01489
H -1.45177 1.98142 0.54901
H -0.86214 2.47363 -0.94408
H 1.36884 1.47885 -0.04077
H 0.74945 1.91630 1.33824
H 1.32493 1.37901 -3.24245
H 0.12209 0.67225 -3.83889
O 1.02013 0.50238 -3.52256
H 0.76353 -3.47318 -1.81433
H -0.67628 -3.41363 -1.44462
O 0.20019 -3.28306 -1.04857
H 1.16822 -3.42084 0.90139
H 1.72423 -2.81281 2.37366
O 1.57813 -2.72095 1.42796
H -2.08367 1.27396 -2.27982
H -2.29713 2.73538 -2.59934
O -2.64856 1.86261 -2.79823
H -1.60749 0.82660 3.52533
H -1.20068 2.08533 2.84909
O -0.83402 1.22070 3.09539
H 3.39931 1.03459 -0.00013
H 3.90663 1.91771 -1.11485
O 4.05353 1.73616 -0.17958
H 2.19647 -1.23668 0.85294
H 3.04025 -0.37751 1.69713
O 2.69669 -0.38178 0.79530
H 0.81043 0.45027 4.03054
H 1.88402 0.82800 3.11310
O 1.75342 0.27052 3.89235
H 1.57752 3.47918 -1.25361
H 1.15460 3.82340 -2.77024
O 1.37446 3.13665 -2.13528
H 3.53673 -1.23470 -1.18506
H 2.69149 -0.99391 -2.48103
O 3.48627 -0.73398 -2.00423
```

Properties
Spin multiplicity   2
LUMO level (spin up / spin down)   2.18 / 2.10 eV
HOMO level (spin up / spin down)   0.2 / -5.6 eV
E_tot   -29191.3023 eV
Net charge   -1
Orbital gap (spin up / spin down)   1.937 / 7.719 eV
<S²>   0.750

---

Density functional theory data (ωB97M-V/def2-TZVPD) for a molecular structure, C40H37N7O3RuS.

The geometry in XYZ format:
```
89
C40H37N7O3RuS (ωB97M-V/def2-TZVPD)
Ru -0.08820 0.01865 -0.73487
O -0.20395 1.38126 -3.09631
S -1.19999 0.43210 -3.54442
O -0.81521 -0.45529 -4.61185
N -1.47494 -0.41518 -2.14965
C -2.42183 -1.36077 -1.97322
C -3.39260 -1.69182 -2.92501
C -4.33811 -2.67151 -2.65994
C -4.33628 -3.35926 -1.46337
C -3.36627 -3.08152 -0.48064
C -3.27455 -3.78771 0.73830
C -2.26308 -3.47585 1.62724
C -1.39170 -2.43632 1.32004
N -1.46176 -1.74738 0.18543
C -2.40833 -2.06383 -0.72590
C -2.66513 1.34856 -3.99999
C -3.19500 2.19516 -3.04461
C -4.28616 2.98216 -3.37577
C -4.82848 2.90684 -4.65058
C -4.27817 2.06199 -5.60284
C -3.18565 1.27096 -5.27795
H -3.38009 -1.17797 -3.87198
H -5.07820 -2.90447 -3.41052
H -5.06501 -4.13071 -1.27022
H -3.98543 -4.56952 0.95780
H -2.14639 -4.02461 2.55046
H -0.60523 -2.15214 2.00785
H -2.73794 2.22323 -2.06646
H -4.70658 3.66772 -2.65647
H -5.68503 3.51005 -4.90662
H -4.69232 2.03710 -6.59848
H -2.72988 0.60303 -5.99401
C 2.47790 0.27942 -3.06847
N 2.38392 -1.14666 -3.31030
C 2.22763 -1.52088 -4.70571
C 1.96275 -1.96475 -2.29616
O 1.19305 -1.58465 -1.38886
N 2.49234 -3.20180 -2.24401
C 3.62805 -3.60704 -3.03704
C 2.13060 -4.11695 -1.18528
H 2.03842 0.83149 -3.89767
H 3.53370 0.54899 -2.96354
H 1.93691 0.57425 -2.15528
H 1.36757 -0.98809 -5.12426
H 2.04153 -2.58680 -4.79965
H 3.12381 -1.24730 -5.26797
H 4.11649 -2.73636 -3.46531
H 3.33427 -4.29234 -3.83392
H 4.33541 -4.12556 -2.38988
H 1.26491 -3.73548 -0.65014
H 2.96404 -4.22935 -0.48719
H 1.90309 -5.09585 -1.60623
C -1.07932 1.59931 -0.18297
C -1.80478 2.51644 0.17752
C -2.68230 3.49589 0.67750
C -2.31051 4.84237 0.76041
C -3.18215 5.75680 1.31676
C -4.41603 5.34627 1.80384
C -4.79488 4.01379 1.70661
C -3.94307 3.09139 1.13726
H -1.34723 5.15042 0.38177
H -2.89783 6.79623 1.38018
H -5.08364 6.06309 2.25831
H -5.75521 3.69438 2.08187
H -4.22127 2.05041 1.05703
N 3.07031 0.69215 5.64802
C 4.13081 0.60549 6.50603
C 4.28180 0.91789 7.83915
C 5.53390 0.69723 8.40019
C 6.59696 0.18581 7.64640
C 6.45968 -0.12127 6.31159
C 5.20784 0.09201 5.71596
N 4.79677 -0.09495 4.45052
C 3.50734 0.26952 4.40849
C 2.70262 0.24074 3.25650
C 3.25118 -0.08807 1.98581
C 2.47051 -0.06421 0.87257
N 1.14393 0.25582 0.88593
C 0.59967 0.53122 2.10728
C 1.31278 0.54240 3.26505
H 2.16008 1.05580 5.86772
H 3.46654 1.32261 8.41977
H 5.69038 0.92842 9.44267
H 7.54843 0.03397 8.13364
H 7.27599 -0.51227 5.72708
H 4.29795 -0.33443 1.93121
H 2.89853 -0.29392 -0.09630
H -0.46025 0.76098 2.11259
H 0.80558 0.77302 4.18748
```

Properties
Spin multiplicity   2
LUMO level (spin up / spin down)   -3.46 / -4.19 eV
HOMO level (spin up / spin down)   -10.2 / -10.0 eV
E_tot   -72064.7638 eV
Net charge   +1
Orbital gap (spin up / spin down)   6.702 / 5.770 eV
<S²>   0.767